Molecular formula: C8H16ClN4O
Method: DFT, ωB97M-V with the def2-TZVPD basis set

Last columns: bonded neighbours and bond lengths (Å).
Atoms and positions in Å:
1 C 1.2828 1.1847 0.1848  N9 1.285, N12 1.322, H15 1.045
2 C 1.5080 -1.5535 0.6452  N11 1.175, O13 1.185
3 C -0.6241 1.4020 1.4547  N9 1.422, N10 1.530, H16 1.212, H17 1.175
4 C -0.9013 0.8871 -0.8171  N10 1.481, N12 1.455, H18 1.172, H19 1.202
5 C 4.0188 -1.6773 0.4722  N11 1.400, H20 1.033, H21 1.185, H22 1.089
6 C 1.2119 0.3257 -2.0675  N12 1.473, H23 1.136, H24 1.042, H25 1.128
7 C -2.7864 0.3640 0.6772  C8 1.501, N10 1.493, H26 1.016, H27 1.203
8 C -3.5638 -0.6189 -0.1485  C7 1.501, Cl14 1.813, H28 1.061, H29 1.123
9 N 0.7842 1.5412 1.3146  C1 1.285, C3 1.422
10 N -1.3018 0.3959 0.5217  C3 1.530, C4 1.481, C7 1.493, H30 0.993
11 N 2.6403 -1.4697 0.3410  C2 1.175, C5 1.400
12 N 0.5470 0.7482 -0.8233  C1 1.322, C4 1.455, C6 1.473
13 O 0.3644 -1.4954 0.9510  C2 1.185
14 Cl -2.6491 -2.1836 -0.1078  C8 1.813
15 H 2.3026 1.2523 -0.0308  C1 1.045
16 H -0.9194 0.9206 2.5271  C3 1.212
17 H -1.2103 2.4200 1.4543  C3 1.175
18 H -1.1220 0.1674 -1.7158  C4 1.172
19 H -1.4325 1.9408 -1.0449  C4 1.202
20 H 4.4387 -0.7425 0.6056  C5 1.033
21 H 4.3347 -2.5479 1.2114  C5 1.185
22 H 4.3318 -2.1345 -0.4654  C5 1.089
23 H 0.5636 -0.2036 -2.8353  C6 1.136
24 H 1.4629 1.2137 -2.5512  C6 1.042
25 H 2.1316 -0.3042 -1.8965  C6 1.128
26 H -2.8259 0.1433 1.6686  C7 1.016
27 H -3.2623 1.4605 0.5459  C7 1.203
28 H -3.6860 -0.2297 -1.1277  C8 1.061
29 H -4.6001 -0.6799 0.2788  C8 1.123
30 H -1.0382 -0.5266 0.7775  N10 0.993

Properties
- 2S+1 = 1
- Kohn-Sham gap (eV) = 10.134
- ΔE to the lowest compared entry with this formula, charge and spin (kcal per mole) = 61.9
- total charge = +1
- E_HOMO (eV) = -12.67